11
Properties=species:S:1:pos:R:3 method="wB97M-V/def2-TZVPD" e_homo_ev=-8.17 de_lowest_ev=2.374 lumo_ev=0.64 gap_ev=8.80 energy_ha=-376.6765
O 2.3405 0.6658 -0.2624
C 1.0644 0.2384 -0.3880
C 0.6512 -1.0637 -0.4668
N -0.7315 -0.9817 -0.5526
C -1.0391 0.3234 -0.5694
O -2.3318 0.7390 -0.7393
N 0.0157 1.1126 -0.4366
H 2.3057 1.6327 -0.2351
H 1.1751 -2.0021 -0.4041
H -1.3853 -1.7446 -0.6484
H -2.0649 1.0800 0.2154

=====

16
Properties=species:S:1:pos:R:3 method="wB97M-V/def2-TZVPD" e_homo_ev=-10.47 de_lowest_ev=0.000 lumo_ev=-0.02 gap_ev=10.46 energy_ha=-1201.2829
N -0.0053 -4.0039 -0.8191
C -0.0228 -3.1657 -0.0366
P -0.2033 -1.8929 1.2074
O -1.3538 -1.9918 2.1872
Cl 1.4642 -2.2981 2.1938
C -0.2030 -0.1562 0.2642
C 0.7969 -0.0175 -0.6064
C 0.9804 1.1449 -1.3029
C 0.2335 2.2055 -0.8967
C -0.7895 2.0350 0.0087
C -1.0151 0.8547 0.6560
H 1.2637 -0.8785 -0.9300
H 1.8962 1.2842 -2.0158
H 0.4405 3.2601 -1.2839
H -1.4566 2.8559 0.1681
H -2.0258 0.7642 1.2059

=====

15
Properties=species:S:1:pos:R:3 method="wB97M-V/def2-TZVPD" e_homo_ev=-14.12 de_lowest_ev=1.019 lumo_ev=-4.96 gap_ev=9.16 total_charge=+1 energy_ha=-2786.2318
N -1.1813 -0.0816 1.6546
C -0.0160 -0.5801 0.6771
C -0.1879 -0.1055 -0.6968
Br -2.5512 0.0970 -1.1355
C 0.6288 0.9785 -1.2933
C 0.6790 -0.4574 -1.8234
H -1.9661 -0.6419 1.3036
H -1.2503 1.0297 1.4963
H -1.0058 -0.2440 2.6439
H 0.9756 -0.3117 1.0196
H 0.0185 -1.7573 0.7106
H 1.4593 1.2467 -0.5639
H 0.1679 1.8542 -1.9257
H 0.1617 -0.7137 -2.7284
H 1.5288 -1.0386 -1.4727

=====

14
Properties=species:S:1:pos:R:3 method="wB97M-V/def2-TZVPD" e_homo_ev=-10.21 de_lowest_ev=2.968 lumo_ev=-0.66 gap_ev=9.55 energy_ha=-528.0379
H -0.4735 3.4782 -0.7915
N -0.4547 2.8496 0.2892
C 0.2456 1.9136 -0.1329
O 0.4303 2.4693 -1.6913
C 0.2959 0.4884 0.1907
C 1.0842 -0.1165 1.1359
O 0.7542 -1.4133 1.1712
C -0.2537 -1.5549 0.2919
C -0.9033 -2.8706 0.1245
O -0.4847 -3.8819 0.6328
N -0.6021 -0.4436 -0.2758
H 0.3141 1.7003 -2.2632
H 1.8833 0.2155 1.7914
H -1.8355 -2.8342 -0.4728

=====

22
Properties=species:S:1:pos:R:3 method="wB97M-V/def2-TZVPD" e_homo_ev="-7.33 / -9.20" spin_multiplicity=3 de_lowest_ev=3.666 lumo_ev="0.35 / -1.38" gap_ev="7.68 / 7.82" energy_ha=-607.6577
C 1.8073 -0.4823 -1.1772
C 2.2775 0.2828 -0.2172
C -0.4211 -0.8415 0.0403
C 2.8962 -0.0953 1.0302
C -2.4609 -0.4406 -1.4231
C -1.9548 0.8227 0.7523
C -1.4332 0.1607 -0.4634
N 1.9955 1.6238 -0.3906
N -0.2541 -1.7092 0.8128
O 2.3998 2.4491 0.4312
O 0.1348 -2.4334 1.6354
O 1.4594 -1.0594 -2.1315
H 2.1869 -0.6715 1.5471
H 2.9364 0.9131 1.5150
H 3.8561 -0.5924 0.9493
H -2.9980 0.3511 -1.7284
H -3.0518 -1.2961 -0.9159
H -2.0008 -1.0597 -2.1464
H -2.8017 1.5437 0.4091
H -1.1254 1.4360 1.2108
H -2.4890 0.0911 1.3923
H -0.9590 1.0072 -1.1319

=====

22
Properties=species:S:1:pos:R:3 method="wB97M-V/def2-TZVPD" e_homo_ev=-7.23 de_lowest_ev=1.178 lumo_ev=0.67 gap_ev=7.89 energy_ha=-433.9269
C -1.7623 0.1450 -0.1439
C 2.4161 -1.1874 -0.4490
C 1.7653 1.1662 1.1554
N 1.0696 -0.6497 -0.3688
C 0.7108 0.3824 0.4311
N -1.6584 -1.3441 -0.1343
N -2.6483 0.8039 0.7274
N -1.8594 0.5074 -1.5489
N -0.5315 0.7141 0.5538
H 0.2812 -1.2791 -0.5635
H -2.3961 -1.7008 -0.7339
H -1.8790 -1.6399 0.8120
H -1.3522 1.3532 1.1178
H -3.5719 0.9581 0.3390
H -1.9261 1.5136 -1.6291
H -1.0782 0.1702 -2.1030
H 3.1370 -0.4078 -0.6981
H 2.7381 -1.6734 0.4790
H 2.4419 -1.9282 -1.2469
H 2.3678 0.5152 1.7921
H 2.4392 1.6493 0.4438
H 1.2964 1.9320 1.7680

=====

83
Properties=species:S:1:pos:R:3 method="wB97M-V/def2-TZVPD" e_homo_ev=-5.58 lumo_ev=2.03 gap_ev=7.61 total_charge=-1 energy_ha=-2224.0316
C 6.0898 2.8019 1.2261
C 5.9443 1.2610 1.2739
C 4.8294 0.9395 2.2625
C 4.5192 -0.5417 2.4767
C 4.4942 -1.4007 1.2098
C 3.1262 -1.4755 0.5179
C 2.1222 -2.2914 1.3335
C 0.8840 -2.7034 0.4887
C -0.4318 -2.0778 1.0216
C -1.4799 -3.1609 1.3021
C -2.4086 -2.7554 2.4201
C -3.3615 -1.6924 1.8819
C -4.6452 -1.5252 2.6799
C -5.2900 -0.1582 2.4540
C -5.3010 0.2386 0.9536
O -4.1044 0.9471 0.6912
Al -4.4760 2.7157 0.6193
O -6.0946 2.3163 -0.1404
C -6.4702 1.1979 0.6100
C -7.7146 0.6001 -0.0112
S -7.4722 -0.1129 -1.6353
O -8.4543 -1.1569 -1.8002
O -6.1191 -0.4814 -1.8935
H 6.4907 3.1082 0.2657
H 6.6938 3.1504 2.0526
H 5.0855 3.2023 1.2862
H 6.8814 0.8150 1.5957
H 5.6731 0.9382 0.2830
H 3.9394 1.5044 2.0093
H 5.1493 1.3374 3.2273
H 5.1723 -1.0047 3.2111
H 3.5217 -0.5903 2.9047
H 5.2418 -1.1092 0.4798
H 4.7439 -2.4178 1.5027
H 2.7260 -0.4932 0.2851
H 3.2805 -2.0403 -0.3963
H 2.6122 -3.1736 1.7344
H 1.7915 -1.7046 2.1849
H 1.0812 -2.3299 -0.5067
H 0.8116 -3.7815 0.4527
H -0.2703 -1.4345 1.8778
H -0.8062 -1.4333 0.2362
H -2.0388 -3.3822 0.3961
H -0.9606 -4.0798 1.5721
H -1.8719 -2.3483 3.2736
H -2.9613 -3.6134 2.8086
H -3.6170 -1.9438 0.8573
H -2.8473 -0.7419 1.8760
H -4.4066 -1.6906 3.7298
H -5.3582 -2.3052 2.4101
H -6.3141 -0.1908 2.8455
H -4.7648 0.6063 3.0126
H -5.3195 -0.7045 0.4083
H -3.4069 3.5295 -0.2608
H -4.8486 3.3514 2.0565
H -6.8363 1.5964 1.5759
H -8.1996 -0.1303 0.6240
H -8.4126 1.4186 -0.1658
H -7.8549 0.8841 -2.4755
O 0.0536 -0.4964 -1.9386
C -1.0841 -0.1769 -2.1533
O -2.1243 -0.8116 -1.5794
C -3.3777 -0.2842 -2.0625
C -3.0368 1.1045 -2.5811
C -1.5945 0.9225 -3.0651
H -3.7461 -0.9449 -2.8513
H -4.0993 -0.2688 -1.2493
H -3.7252 1.4545 -3.3481
H -3.0602 1.8181 -1.7565
H -1.5415 0.5710 -4.0974
H -0.9981 1.8233 -2.9482
O 5.9849 -0.3113 -1.8477
C 6.2423 0.6890 -2.4453
O 5.8982 1.9283 -2.0009
C 6.2527 2.9138 -2.9865
C 7.3391 2.2695 -3.8353
C 6.9413 0.7972 -3.7870
H 5.3604 3.1542 -3.5683
H 6.5948 3.8121 -2.4776
H 7.3994 2.6838 -4.8400
H 8.3107 2.4039 -3.3573
H 6.2282 0.5366 -4.5701
H 7.7964 0.1291 -3.8266

=====

16
Properties=species:S:1:pos:R:3 method="wB97M-V/def2-TZVPD" e_homo_ev="-14.38 / -13.84" spin_multiplicity=2 de_lowest_ev=0.645 lumo_ev="-3.65 / -9.23" gap_ev="10.73 / 4.60" total_charge=+1 energy_ha=-685.6444
O -0.9717 -2.6110 1.0374
C -1.1861 -2.0814 -0.0131
N -1.0883 -0.6952 -0.1887
C 0.1042 0.0106 0.2116
C -0.3029 1.5309 0.1358
S 0.9589 2.5122 0.8703
C 1.3032 -0.3104 -0.6530
H -1.3835 -2.7078 -0.8943
H -1.5137 -0.3426 -1.0392
H 0.2646 -0.2077 1.2686
H -1.2523 1.6347 0.6361
H -0.3488 1.8886 -0.8911
H 0.5289 2.4721 2.1514
H 1.6084 -1.3550 -0.5759
H 1.1337 -0.0838 -1.7018
H 2.1454 0.3459 -0.3538

=====

13
Properties=species:S:1:pos:R:3 method="wB97M-V/def2-TZVPD" e_homo_ev=-8.87 de_lowest_ev=3.821 lumo_ev=0.77 gap_ev=9.64 energy_ha=-340.6545
O 1.1389 2.2460 0.5572
C 0.7024 1.1874 0.1763
N 1.2855 -0.0446 0.2241
C 0.4843 -1.1156 -0.3337
C -0.8831 -0.4386 -0.5309
C -1.6764 0.0307 0.6219
N -0.5697 1.0033 -0.4623
H 2.1562 -0.1722 0.7130
H 0.4050 -1.9644 0.3555
H 0.8966 -1.4717 -1.2869
H -1.3992 -0.7324 -1.4470
H -1.3904 1.5555 -0.1487
H -1.0332 -0.0254 1.5183